Formula: C21H25FN4O4
Source: the Open Molecules 2025 dataset
Level of theory: ωB97M-V/def2-TZVPD

## Properties
E_HOMO = -8.67 eV
SMILES string = COCCN(CC(=O)NCc1ccc(F)cc1)C(=O)CCC(=O)Nc1ccccn1
energy above the lowest of the compared OMol25 structures with the same formula, charge and spin = 0.0 kJ/mol
LUMO = 0.6 eV
gap between HOMO and LUMO = 9.31 eV

```
! wB97M-V def2-TZVPD RIJCOSX def2/J DEFGRID3
* xyz 0 1
C 0.88 -2.29 -2.40
O 1.23 -2.42 -1.04
C 1.44 -3.75 -0.61
C 2.11 -3.67 0.77
N 1.41 -2.77 1.67
C 0.21 -3.24 2.31
C -1.13 -2.74 1.76
O -2.16 -2.95 2.38
N -1.08 -2.09 0.59
C -2.28 -1.65 -0.10
C -2.26 -0.18 -0.40
C -2.34 0.28 -1.70
C -2.38 1.64 -1.98
C -2.32 2.53 -0.92
F -2.38 3.85 -1.18
C -2.22 2.10 0.39
C -2.19 0.74 0.64
C 1.87 -1.50 1.77
O 2.87 -1.13 1.17
C 1.10 -0.57 2.70
C 1.68 0.85 2.67
C 1.11 1.71 1.56
O 0.48 2.72 1.79
N 1.37 1.25 0.30
C 1.04 1.85 -0.90
C 0.73 3.21 -1.01
C 0.47 3.72 -2.27
C 0.52 2.88 -3.37
C 0.83 1.55 -3.15
N 1.09 1.04 -1.95
H -0.06 -2.81 -2.62
H 0.77 -1.22 -2.56
H 1.66 -2.69 -3.05
H 0.48 -4.29 -0.55
H 2.10 -4.29 -1.30
H 2.17 -4.67 1.21
H 3.11 -3.26 0.64
H 0.18 -4.33 2.24
H 0.22 -3.00 3.38
H -0.20 -1.96 0.10
H -2.39 -2.22 -1.03
H -3.12 -1.89 0.56
H -2.38 -0.42 -2.52
H -2.46 2.01 -2.99
H -2.15 2.82 1.19
H -2.14 0.39 1.66
H 0.05 -0.56 2.43
H 1.19 -0.97 3.71
H 1.46 1.35 3.61
H 2.76 0.78 2.54
H 1.87 0.37 0.21
H 0.69 3.83 -0.13
H 0.23 4.77 -2.39
H 0.32 3.24 -4.36
H 0.88 0.84 -3.97
*
```

Löwdin atomic charge list, values in e, 6 entries: atom 1 (C): -0.09, atom 2 (O): -0.23, atom 3 (C): -0.19, atom 4 (C): -0.11, atom 5 (N): -0.06, atom 6 (C): -0.05

Formula: C4H3Cl2O4P
Source: the Open Molecules 2025 dataset
Level of theory: ωB97M-V/def2-TZVPD

## Properties
E_HOMO (spin up / spin down) = -2.06 / -2.06 eV
energy above the lowest of the compared OMol25 structures with the same formula, charge and spin = 271.7 kJ/mol
LUMO (spin up / spin down) = 3.6 / 3.6 eV
gap between HOMO and LUMO (spin up / spin down) = 5.69 / 5.69 eV

```
! wB97M-V def2-TZVPD RIJCOSX def2/J DEFGRID3
* xyz -2 1
C 1.14 0.57 2.12
C 1.16 0.71 0.65
C 0.09 1.14 0.11
C -1.00 -2.58 -1.48
O 1.90 -0.04 2.82
O -1.48 3.04 1.46
O 0.05 1.10 2.61
O -2.28 0.59 1.51
P -1.17 1.57 1.43
Cl -0.29 -1.26 -2.25
Cl 0.53 -3.75 -7.83
H 2.13 0.32 0.29
H -0.21 1.31 -0.97
H -0.57 -2.72 -0.47
*
```

Löwdin atomic charge list, values in e, 6 entries: atom 1 (C): -0.62, atom 2 (C): -0.12, atom 3 (C): -0.13, atom 4 (C): -0.41, atom 5 (O): 0.07, atom 6 (O): -0.38

Formula: C24H35ClIrN4O9P2S
Source: the Open Molecules 2025 dataset
Level of theory: ωB97M-V/def2-TZVPD

## Properties
E_HOMO = -10.50 eV
energy above the lowest of the compared OMol25 structures with the same formula, charge and spin = 22.9 kJ/mol
LUMO = -2.5 eV
gap between HOMO and LUMO = 8.02 eV

```
! wB97M-V def2-TZVPD RIJCOSX def2/J DEFGRID3
* xyz 1 1
Ir 0.63 -0.40 -0.23
O 3.85 -2.39 -1.09
Cl 3.16 -1.63 -0.13
O 3.77 -1.60 1.14
O 1.75 -2.18 0.00
O 2.91 -0.26 -0.63
N 5.75 5.09 1.22
C 4.61 4.35 1.25
C 4.66 2.95 1.31
C 3.51 2.20 1.31
C 2.27 2.83 1.25
C 2.20 4.23 1.21
C 3.35 4.97 1.20
S 0.82 1.90 1.32
O 1.24 0.49 1.62
O -0.13 2.51 2.20
N 0.18 1.58 -0.19
C -0.80 2.45 -0.66
N -0.61 3.74 -0.38
C -1.54 4.58 -0.80
C -2.65 4.16 -1.52
C -2.73 2.81 -1.76
N -1.82 1.94 -1.33
H 6.64 4.65 1.37
H 5.71 6.09 1.30
H 5.63 2.45 1.37
H 3.57 1.12 1.39
H 1.23 4.71 1.18
H 3.29 6.05 1.17
H -1.38 5.63 -0.57
H -3.40 4.86 -1.87
H -3.56 2.39 -2.32
C -1.16 -0.28 -3.34
P 0.19 -1.01 -2.38
C 1.64 -0.59 -3.38
C -0.05 -2.80 -2.57
C 1.05 -3.66 -2.58
C 0.86 -5.03 -2.63
C -0.42 -5.56 -2.67
C -1.52 -4.71 -2.67
C -1.33 -3.34 -2.62
H -2.13 -0.45 -2.88
H -1.12 -0.73 -4.33
H -1.00 0.80 -3.41
H 1.48 -0.89 -4.41
H 2.54 -1.06 -2.99
H 1.78 0.49 -3.33
H 2.06 -3.27 -2.53
H 1.72 -5.69 -2.63
H -0.56 -6.63 -2.71
H -2.52 -5.12 -2.72
H -2.20 -2.69 -2.62
C -4.71 -0.94 0.24
C -3.55 -0.91 -0.71
O -2.44 -1.69 -0.19
P -1.23 -1.15 0.67
O -0.90 -2.40 1.57
C -0.65 -3.74 1.04
C -1.85 -4.61 1.27
O -1.75 -0.06 1.66
C -2.40 -0.34 2.94
C -2.98 0.95 3.44
H -5.57 -0.45 -0.23
H -4.49 -0.40 1.16
H -4.99 -1.96 0.48
H -3.20 0.11 -0.91
H -3.81 -1.39 -1.66
H 0.23 -4.09 1.57
H -0.40 -3.66 -0.02
H -2.10 -4.65 2.33
H -1.62 -5.63 0.94
H -2.71 -4.26 0.71
H -1.64 -0.74 3.60
H -3.17 -1.10 2.77
H -2.20 1.71 3.53
H -3.42 0.79 4.42
H -3.75 1.33 2.77
*
```

Löwdin atomic charge list, values in e, 6 entries: atom 1 (Ir): 1.07, atom 2 (O): -0.25, atom 3 (Cl): 0.74, atom 4 (O): -0.22, atom 5 (O): -0.47, atom 6 (O): -0.41

Formula: C24H45FP2Ti
Source: the Open Molecules 2025 dataset
Level of theory: ωB97M-V/def2-TZVPD

## Properties
E_HOMO = -13.40 eV
energy above the lowest of the compared OMol25 structures with the same formula, charge and spin = 0.0 kJ/mol
LUMO = -8.1 eV
gap between HOMO and LUMO = 5.27 eV

```
! wB97M-V def2-TZVPD RIJCOSX def2/J DEFGRID3
* xyz 2 1
Ti -0.17 -0.97 -1.88
C 1.46 -3.10 -2.04
C 0.58 -2.97 -0.90
C -0.73 -3.02 -2.83
C 0.67 -3.05 -3.22
C -0.78 -3.04 -1.38
C 2.87 -3.53 -1.96
H 3.22 -3.53 -0.92
H 3.54 -2.88 -2.54
H 3.00 -4.56 -2.34
C 1.13 -3.27 -4.62
H 2.08 -3.82 -4.62
H 1.27 -2.34 -5.18
H 0.39 -3.85 -5.19
C -1.84 -3.32 -3.77
H -1.53 -4.16 -4.42
H -2.08 -2.48 -4.44
H -2.76 -3.62 -3.25
C -1.96 -3.23 -0.50
H -1.71 -3.95 0.29
H -2.82 -3.62 -1.06
H -2.26 -2.30 0.01
C 1.02 -2.97 0.53
H 1.06 -3.99 0.94
H 0.33 -2.39 1.15
H 2.02 -2.53 0.63
C 1.21 3.92 0.64
C 1.84 3.10 1.48
C 1.46 2.71 2.87
C 0.04 3.15 3.33
C -1.05 2.39 2.64
C -1.58 2.56 1.42
C -1.31 3.68 0.45
C -0.13 4.61 0.78
H 2.19 3.13 3.58
H -0.05 4.24 3.26
H 1.56 1.62 2.96
H -0.28 5.08 1.75
H 1.71 4.14 -0.31
H 2.81 2.69 1.16
H -0.15 5.41 0.03
H -1.12 3.21 -0.52
H -2.30 1.82 1.06
H -2.22 4.30 0.30
H -0.03 2.90 4.40
H -1.44 1.57 3.26
P 1.65 0.31 -2.62
C 2.97 -0.38 -3.67
H 3.51 0.45 -4.14
H 2.54 -1.01 -4.45
H 3.68 -0.98 -3.08
C 1.48 1.98 -3.35
H 2.42 2.25 -3.85
H 1.26 2.74 -2.58
H 0.68 1.97 -4.09
C 2.47 0.61 -1.00
H 3.37 1.21 -1.15
H 2.74 -0.34 -0.53
H 1.80 1.15 -0.31
P -2.08 0.01 -2.85
C -3.66 -0.76 -2.32
H -4.48 -0.12 -2.65
H -3.69 -0.85 -1.22
H -3.78 -1.76 -2.75
C -2.29 1.71 -2.23
H -3.18 2.17 -2.67
H -1.41 2.32 -2.49
H -2.39 1.70 -1.14
C -2.37 0.24 -4.64
H -3.33 0.78 -4.77
H -2.43 -0.72 -5.17
H -1.56 0.83 -5.07
F -0.45 -0.22 -0.20
*
```

Löwdin atomic charge list, values in e, 6 entries: atom 1 (Ti): 0.78, atom 2 (C): -0.20, atom 3 (C): -0.26, atom 4 (C): -0.28, atom 5 (C): -0.22, atom 6 (C): -0.31

Repeat the third record exactly.
Formula: C24H35ClIrN4O9P2S
Source: the Open Molecules 2025 dataset
Level of theory: ωB97M-V/def2-TZVPD

## Properties
E_HOMO = -10.50 eV
energy above the lowest of the compared OMol25 structures with the same formula, charge and spin = 22.9 kJ/mol
LUMO = -2.5 eV
gap between HOMO and LUMO = 8.02 eV

```
! wB97M-V def2-TZVPD RIJCOSX def2/J DEFGRID3
* xyz 1 1
Ir 0.63 -0.40 -0.23
O 3.85 -2.39 -1.09
Cl 3.16 -1.63 -0.13
O 3.77 -1.60 1.14
O 1.75 -2.18 0.00
O 2.91 -0.26 -0.63
N 5.75 5.09 1.22
C 4.61 4.35 1.25
C 4.66 2.95 1.31
C 3.51 2.20 1.31
C 2.27 2.83 1.25
C 2.20 4.23 1.21
C 3.35 4.97 1.20
S 0.82 1.90 1.32
O 1.24 0.49 1.62
O -0.13 2.51 2.20
N 0.18 1.58 -0.19
C -0.80 2.45 -0.66
N -0.61 3.74 -0.38
C -1.54 4.58 -0.80
C -2.65 4.16 -1.52
C -2.73 2.81 -1.76
N -1.82 1.94 -1.33
H 6.64 4.65 1.37
H 5.71 6.09 1.30
H 5.63 2.45 1.37
H 3.57 1.12 1.39
H 1.23 4.71 1.18
H 3.29 6.05 1.17
H -1.38 5.63 -0.57
H -3.40 4.86 -1.87
H -3.56 2.39 -2.32
C -1.16 -0.28 -3.34
P 0.19 -1.01 -2.38
C 1.64 -0.59 -3.38
C -0.05 -2.80 -2.57
C 1.05 -3.66 -2.58
C 0.86 -5.03 -2.63
C -0.42 -5.56 -2.67
C -1.52 -4.71 -2.67
C -1.33 -3.34 -2.62
H -2.13 -0.45 -2.88
H -1.12 -0.73 -4.33
H -1.00 0.80 -3.41
H 1.48 -0.89 -4.41
H 2.54 -1.06 -2.99
H 1.78 0.49 -3.33
H 2.06 -3.27 -2.53
H 1.72 -5.69 -2.63
H -0.56 -6.63 -2.71
H -2.52 -5.12 -2.72
H -2.20 -2.69 -2.62
C -4.71 -0.94 0.24
C -3.55 -0.91 -0.71
O -2.44 -1.69 -0.19
P -1.23 -1.15 0.67
O -0.90 -2.40 1.57
C -0.65 -3.74 1.04
C -1.85 -4.61 1.27
O -1.75 -0.06 1.66
C -2.40 -0.34 2.94
C -2.98 0.95 3.44
H -5.57 -0.45 -0.23
H -4.49 -0.40 1.16
H -4.99 -1.96 0.48
H -3.20 0.11 -0.91
H -3.81 -1.39 -1.66
H 0.23 -4.09 1.57
H -0.40 -3.66 -0.02
H -2.10 -4.65 2.33
H -1.62 -5.63 0.94
H -2.71 -4.26 0.71
H -1.64 -0.74 3.60
H -3.17 -1.10 2.77
H -2.20 1.71 3.53
H -3.42 0.79 4.42
H -3.75 1.33 2.77
*
```

Löwdin atomic charge list, values in e, 6 entries: atom 1 (Ir): 1.07, atom 2 (O): -0.25, atom 3 (Cl): 0.74, atom 4 (O): -0.22, atom 5 (O): -0.47, atom 6 (O): -0.41